The following is a quantum chemistry calculation of a cluster of 6 separate species, C32H38F8N5O15PS in total, from OMol25.

Electronic energy   -4183.0085 a.u.
LUMO energy   -0.77 eV
SMILES string   CCCNc1nc2c([PH2]=N)c(CCN)cc(S)c2nc1CCC(F)=C(F)F.O=C1OC[C@@H](F)O1.O=C1OC[C@@H](F)O1.O=C1OC[C@@H](F)O1.O=C1OC[C@@H](F)O1.O=C1OC[C@@H](F)O1
Frontier orbital gap   7.467 eV
F_max   2.59 eV/A
Charge   0
Molecular weight   947.70 u

Each line ends with the Löwdin charge.
Cartesian coordinates (Å):
S -4.907 -2.871 -1.497  0.80
P 1.273 -1.258 -2.311  0.78
F -1.395 1.501 3.835  0.11
F -1.831 -3.311 -5.683  0.08
F 1.940 -8.214 0.926  0.08
F 6.731 7.310 5.951  0.08
F -2.474 0.229 -5.894  0.06
F 0.249 3.010 7.896  0.08
F -3.282 2.817 3.891  0.14
F -2.800 -0.379 2.468  0.10
O 9.327 5.222 3.027  0.18
O 7.308 4.653 3.845  0.07
O -2.174 3.088 -4.005  0.08
O 1.643 4.612 7.139  0.14
O 2.174 -5.994 0.607  0.10
O 2.412 -5.340 2.748  0.08
O 2.084 3.788 5.094  0.05
O -6.111 -4.215 -4.963  0.18
O 2.229 -3.795 1.124  0.18
O -2.308 2.462 -6.161  0.14
O 3.204 5.593 5.838  0.18
O -5.149 -2.818 -6.438  0.08
O -2.357 4.652 -5.614  0.18
O -3.861 -4.133 -5.144  0.11
O 8.223 6.630 4.404  0.13
N -1.091 2.333 0.108  0.06
N -3.620 -0.305 -0.687  0.18
N -0.782 0.314 -1.013  0.15
N 1.320 -0.273 -3.568  -0.32
N 0.815 -6.167 -2.177  0.00
C 6.454 5.251 4.824  -0.06
C 0.782 3.163 1.583  -0.23
C -1.345 -0.859 -1.459  -0.22
C -3.041 -3.653 -6.194  -0.31
C -2.657 1.738 3.440  -0.30
C 2.266 -4.928 1.464  -0.54
C 1.019 -4.689 -2.208  -0.28
C 8.381 5.473 3.693  -0.55
C -3.176 -2.440 -1.733  -0.50
C 0.026 -4.005 -3.210  -0.16
C 2.392 4.746 6.008  -0.54
C 0.574 3.744 6.806  -0.31
C 2.274 -6.761 2.758  -0.05
C -5.140 -3.762 -5.466  -0.55
C -4.456 1.354 1.801  -0.08
C -1.622 1.124 -0.409  -0.26
C 1.169 2.886 5.723  -0.05
C -0.944 -3.040 -2.540  -0.20
C 0.286 2.051 0.609  -0.23
C -3.037 0.798 -0.281  -0.20
C -0.480 -1.800 -2.101  -0.22
C 6.851 6.699 4.747  -0.32
C -1.844 1.339 -5.433  -0.30
C -3.241 0.883 2.601  -0.22
C -2.706 -1.143 -1.270  -0.23
C -3.956 1.835 0.398  -0.11
C -3.792 -2.444 -6.678  -0.05
C 2.626 -7.121 1.340  -0.31
C -2.289 3.515 -5.290  -0.54
C 2.264 2.794 1.931  -0.10
C -2.334 -3.347 -2.321  -0.06
C -2.260 1.662 -4.026  -0.06
H -4.848 1.908 -0.254  0.12
H 0.425 2.527 5.016  0.11
H -0.497 -4.779 -3.795  0.11
H 1.706 -0.600 -1.128  0.01
H -5.218 -2.432 -0.248  -0.13
H -4.991 2.182 2.283  0.12
H 0.866 -4.271 -1.191  0.09
H 0.659 -3.441 -3.919  0.10
H -0.290 4.334 6.492  0.18
H 1.021 2.015 -0.208  0.11
H 3.693 -7.269 1.162  0.18
H 0.708 4.123 1.048  0.11
H 2.944 -7.215 3.485  0.14
H -3.289 1.358 -3.814  0.15
H 5.406 5.090 4.583  0.12
H -1.627 2.631 0.917  0.09
H 0.185 3.142 2.516  0.08
H 2.110 -2.355 -2.598  0.00
H -3.517 2.844 0.411  0.11
H -0.766 1.230 -5.570  0.17
H -3.554 -1.553 -6.104  0.12
H 1.718 2.031 6.122  0.15
H 6.662 4.813 5.802  0.15
H -2.912 -4.436 -6.945  0.17
H 2.254 1.726 2.221  0.08
H -1.600 1.216 -3.285  0.11
H -2.692 -4.332 -2.636  0.11
H -3.623 -2.239 -7.733  0.15
H 1.246 -7.026 3.010  0.15
H 1.450 -6.520 -1.462  0.04
H 0.289 1.113 1.199  0.12
H 6.313 7.276 3.992  0.18
H 2.067 -4.455 -2.469  0.10
H -0.134 -6.287 -1.823  0.07
H -5.155 0.517 1.642  0.12
H 2.692 3.445 2.701  0.05
H 1.654 0.632 -3.241  -0.06
H 2.807 2.851 0.970  0.08